1.
Formula: C11H12AuN7OS
Source: OMol25
Level of theory: the ωB97M-V functional and the def2-TZVPD basis

The geometry in XYZ format:
```
33
Properties=species:S:1:pos:R:3:forces:R:3
Au -0.0346 0.0652 0.0998 -0.853 1.440 -3.568
N -0.6405 1.2496 -1.8068 0.321 -0.312 1.915
C -0.5279 0.4162 -2.9721 0.250 -1.133 -0.892
C -0.8346 0.8660 -4.2363 0.060 0.136 0.800
C -0.7050 0.0270 -5.3483 0.162 -0.535 -0.050
C -0.2682 -1.2649 -5.1964 -0.136 0.409 -0.017
C 0.0548 -1.7650 -3.9193 -0.058 0.362 0.470
C 0.5085 -3.0786 -3.6984 0.053 -0.078 0.237
C 0.7987 -3.4918 -2.4237 -0.042 0.107 -0.139
C 0.6380 -2.5889 -1.3662 0.186 -0.642 -0.077
N 0.2199 -1.3603 -1.5525 0.114 0.387 2.189
C -0.0792 -0.9102 -2.7864 -0.331 0.552 -1.278
H -1.5947 1.6045 -1.7062 0.107 -0.007 0.324
H -0.0598 2.0855 -1.9058 0.002 -0.044 0.345
H -1.1800 1.8793 -4.3698 -0.058 0.182 -0.047
H -0.9517 0.4083 -6.3238 -0.039 0.052 -0.152
H -0.1680 -1.9148 -6.0508 0.017 -0.082 -0.115
H 0.6236 -3.7470 -4.5402 0.005 -0.058 -0.037
H 1.1462 -4.4918 -2.2210 0.025 -0.055 0.051
H 0.8552 -2.8814 -0.3515 0.017 -0.020 0.114
N 1.5185 -0.5221 5.3616 0.040 -0.063 0.069
C 1.5678 -1.7762 4.9114 0.056 0.387 0.380
N 1.9487 -2.7607 5.7116 0.022 0.049 0.110
N 1.2450 -2.0876 3.6684 0.045 -0.528 -0.145
C 0.8725 -1.5395 2.6229 0.013 -0.061 0.276
N 0.5193 -1.2871 1.5312 -0.506 1.382 -1.132
H 1.7644 -0.2917 6.3129 -0.030 -0.005 -0.088
H 1.2219 0.2272 4.7584 0.020 -0.049 0.049
H 2.2097 -2.5940 6.6706 -0.021 -0.014 -0.044
H 1.9744 -3.7096 5.3729 -0.024 0.078 -0.073
O -1.2282 3.5531 -0.2470 -0.623 1.413 -0.239
S -0.9225 3.1683 1.1121 0.807 -2.562 -1.826
N -0.3997 1.7554 1.1597 0.397 -0.688 2.590
```
Forces are in eV/Å.

Net charge   +2
HOMO-LUMO gap (spin up / spin down)   6.18 / 6.18 eV
Total energy   -38590.809 eV

Atom charges from the natural (NBO) analysis, given in e for atoms 1 to 5: atom 1 (Au): 1.413, atom 2 (N): -0.773, atom 3 (C): 0.138, atom 4 (C): -0.179, atom 5 (C): -0.173



2.
Formula: C4H9FNOS
Source: OMol25
Level of theory: the ωB97M-V functional and the def2-TZVPD basis

The geometry in XYZ format:
```
17
Properties=species:S:1:pos:R:3:forces:R:3
C 1.2444 0.7660 0.1976 0.227 -0.140 -0.667
C 0.2257 -1.3837 0.2974 3.670 -0.045 -0.863
C -0.1698 0.8910 0.8126 1.034 -0.428 0.593
C -0.8262 -0.4080 0.3742 0.106 0.522 1.573
N 1.5710 -0.6510 0.4761 -3.214 0.992 1.069
O -0.7945 2.0625 0.5759 -0.968 0.709 -0.609
F -0.7428 0.5759 -1.7983 -0.387 0.048 -2.652
S -2.4446 -0.7174 0.3296 0.281 -0.030 -0.397
H 1.0430 0.9552 -0.9195 1.101 0.095 1.572
H 1.9775 1.4926 0.6677 -0.967 -0.939 -0.713
H 0.1403 -2.2213 0.9483 -0.398 -0.361 1.500
H 0.2810 -1.9790 -0.5928 -0.492 0.091 -1.389
H -0.0997 0.8709 1.9007 0.206 -0.799 0.359
H -0.7929 0.5870 -2.7656 0.080 0.018 1.786
H 2.3760 -1.0329 0.0500 0.487 -0.517 -0.777
H -0.7553 2.1455 -0.3751 -0.332 0.794 -0.624
H -2.2331 -1.9533 -0.1788 -0.434 -0.011 0.239
```
Forces are in eV/Å.

Net charge   +1
Energy above the lowest of the compared OMol25 structures with the same formula, charge and spin   22.4 kcal per mole
HOMO-LUMO gap   7.37 eV
Total energy   -21375.196 eV

Atom charges from the natural (NBO) analysis, given in e for atoms 1 to 5: atom 1 (C): -0.244, atom 2 (C): -0.397, atom 3 (C): -0.009, atom 4 (C): 0.126, atom 5 (N): -0.609